Here is a molecular structure, C22H25Br3Cl3CuF8NO9S2 at a distorted geometry from OMol25. Energies are from wB97M-V/def2-TZVPD.

Geometry as XYZ:
```
74
Properties=species:S:1:pos:R:3:lowdin_charge:R:1
C -3.09915 -3.15504 -3.08202 -0.14
C -2.08849 -2.29496 -2.29969 -0.26
C -2.65174 -1.01253 -1.62550 -0.55
Br -4.59006 -1.28540 -1.26963 0.89
C -1.94539 -0.54170 -0.34384 -0.34
C -2.25419 -1.36777 0.90954 -0.14
C -2.17865 -2.89313 0.78724 -0.71
O -2.98119 -3.61096 0.31398 0.07
Cl -0.70251 -3.66424 1.52540 0.69
C -0.37735 -0.26242 -0.52226 -0.31
C -0.11238 0.55328 -1.77374 -0.09
C 1.36375 0.73042 -2.20615 -0.18
C 1.56146 0.61604 -3.72498 -0.79
F 0.95917 -0.44784 -4.27445 -0.01
Br 3.50407 0.31292 -3.96674 0.86
C 1.23307 1.95157 -4.45466 -0.98
F 0.09366 2.45951 -4.02538 0.10
F 2.18975 2.82797 -4.14936 0.00
Br 1.29450 1.73112 -6.37542 0.85
O 0.16242 -1.55074 -0.41868 -0.10
C 0.86944 -2.19705 -1.44913 -0.17
C 2.37410 -2.42647 -1.14003 -0.37
C 2.60477 -3.60839 -0.18232 -0.02
O 2.94969 -2.79548 -2.40260 -0.06
C 0.25968 0.52096 0.74153 -0.14
N 0.78429 -0.45068 1.73395 0.16
C 1.99992 -0.54379 1.76075 -0.31
O 3.17519 -0.62331 1.77231 0.18
C -0.49268 1.67342 1.40708 -0.42
C 0.26948 3.04553 1.44432 -0.60
Cl 0.82139 3.53884 -0.19284 0.79
C 1.36625 3.24050 2.49817 -0.67
C 1.62916 4.78562 2.56725 -0.19
Cl 2.96131 2.58621 2.03354 0.76
S -1.09245 1.43277 3.16689 0.81
O -1.39144 2.76482 3.62021 -0.24
O -2.29879 0.68355 3.24890 -0.21
C 0.04227 0.69747 4.43336 -0.47
F -0.08815 1.46090 5.50862 0.15
F 1.35052 0.68850 4.17647 0.12
C -0.36654 -0.73343 4.95057 -0.64
F 0.59067 -1.05790 5.81189 0.19
F -0.36874 -1.63959 4.01434 0.18
F -1.47111 -0.69796 5.62339 0.23
O -1.64414 2.14409 0.74874 -0.19
S -2.68905 1.14091 -0.02121 0.67
O -3.88650 1.05215 0.72979 -0.25
O -2.96503 1.79942 -1.25727 -0.24
H -3.70813 -2.57358 -3.76853 0.07
H -2.47928 -3.80608 -3.70919 0.08
H -3.66526 -3.81932 -2.43777 0.06
H -1.54342 -2.98103 -1.65867 0.08
H -1.37880 -1.96270 -3.06572 0.11
H -2.66814 -0.26733 -2.41000 0.09
H -3.24760 -1.17671 1.31494 0.12
H -1.58063 -1.12049 1.72836 0.07
H -0.48883 1.56775 -1.63575 0.09
H -0.64542 0.20636 -2.65739 0.12
H 2.06751 0.03026 -1.76374 0.07
H 1.76845 1.71689 -1.97846 0.08
H 0.47482 -3.21503 -1.53992 0.13
H 0.82309 -1.79094 -2.46134 0.11
H 2.88774 -1.50770 -0.85176 0.12
H 1.75352 -4.28633 -0.23892 0.07
H 2.85363 -3.31595 0.83693 0.07
H 3.45100 -4.16336 -0.58549 0.09
H 2.28246 -3.22315 -2.94813 0.09
H 1.17370 0.95901 0.32393 0.11
H -0.45951 3.81988 1.64480 0.09
H 1.09197 3.00147 3.51928 0.09
H 0.64242 5.34696 2.61311 0.10
H 2.17626 5.04790 3.48065 0.10
H 2.26379 5.04437 1.69601 0.06
Cu 1.48041 6.89111 2.18246 0.77
```

* net charge: +1
* HOMO energy: -11.8 eV
* total energy: -13923.16495 Ha
* multiplicity: 1

***

Here is a single C5H4O3 molecule at a distorted geometry from OMol25. Energies are from wB97M-V/def2-TZVPD.

Geometry as XYZ:
```
12
Properties=species:S:1:pos:R:3:nbo_charge:R:1
O 2.46040 0.53162 -0.49991 -0.51
C 1.14019 0.10998 -0.20339 0.48
C 0.83713 -1.27225 0.13212 -0.25
C -0.42713 -1.48837 0.33202 -0.20
C -1.22510 -0.16769 -0.07306 0.50
O -2.55841 0.07266 -0.53539 -0.52
C -0.21097 0.92329 -0.19353 -0.10
O -0.32836 2.21166 0.38105 -0.69
H 1.69311 -2.04364 0.26352 0.26
H -0.85977 -2.47873 0.46270 0.25
H -0.57270 1.10623 -1.32369 0.27
H 0.05161 2.49524 1.25756 0.51
```

* HOMO energy: -10.3 eV
* total energy: -418.46070 Ha
* multiplicity: 1
* SMILES: O=C1C=CC(=O)C1O
* ΔE to the lowest compared entry with this formula, charge and spin: 126.2 kcal/mol

***

Here is 2 unconnected molecules or ions with the total composition C5H12NOP at a distorted geometry from OMol25. Energies are from wB97M-V/def2-TZVPD.

Geometry as XYZ:
```
20
Properties=species:S:1:pos:R:3:nbo_charge:R:1
C 0.57426 1.39537 0.47007 0.02
C -0.72891 0.70918 0.36843 -0.05
C 0.74406 2.72831 1.08719 -0.66
C -0.06646 -2.06897 1.11931 -0.65
C -0.64513 -1.36728 -0.06876 0.05
N 0.14341 -1.44544 -1.15715 -0.87
O -0.12409 1.36590 -0.73873 -0.52
P -0.15823 -0.52964 -2.67241 0.52
H 1.37892 0.67774 0.38663 0.16
H -1.63152 0.99749 1.01592 0.18
H 0.38780 2.64729 2.09853 0.22
H 0.30304 3.49903 0.41876 0.24
H 1.78038 3.16808 1.20283 0.22
H -0.39303 -3.12303 0.88768 0.22
H -0.40695 -1.64688 2.13296 0.23
H 1.02380 -2.09021 1.08075 0.21
H -1.68956 -1.39266 -0.26975 0.20
H 1.06093 -1.29419 -0.82723 0.37
H 0.00636 -1.50316 -3.78863 -0.06
H -1.55907 -0.72692 -2.74639 -0.04
```

* HOMO energy: -7.4 eV
* total energy: -668.88731 Ha
* multiplicity: 1
* ΔE to the lowest compared entry with this formula, charge and spin: 86.6 kcal/mol